Entry from the OMol25 dataset: C18H32BrF9N2O6S2 as an isolated structure (ωB97M-V with the def2-TZVPD basis set).

Results
Highest occupied orbital energy = -0.296 Ha
Energy = -5535.1078 Eh

XYZ file:
```
70
Properties=species:S:1:pos:R:3:forces:R:3:nbo_charge:R:1
O -5.7092 -2.8152 4.6082 -1.3 0.1 -0.6 -0.46
C -6.7059 -2.7570 3.9572 1.6 -0.1 1.0 0.50
Br -8.3735 -3.5334 4.6139 0.2 0.1 -0.3 -0.03
C -6.7960 -2.1137 2.5877 -0.7 -0.2 0.6 -0.21
O -5.7692 -1.1484 2.4049 0.2 -0.4 -1.4 -0.67
S -4.4768 -1.5840 1.5102 0.3 0.9 1.1 1.80
O -3.9004 -2.7090 2.1657 0.1 -0.4 -0.3 -0.86
O -5.3249 -2.2073 0.1115 -0.3 -0.4 -0.1 -0.92
S -4.4993 -3.2799 -0.7438 0.7 -0.3 0.1 2.32
O -3.1820 -2.7818 -0.9494 -0.1 0.3 -0.1 -0.90
O -4.7074 -4.5902 -0.2463 -0.4 0.0 0.1 -0.87
C -5.3930 -3.1640 -2.3630 -0.1 0.5 0.4 0.40
F -6.6403 -3.6065 -2.1660 -0.1 -0.2 0.0 -0.30
F -5.4668 -1.8847 -2.7339 0.0 0.1 0.0 -0.29
C -4.6559 -3.9805 -3.4739 0.2 0.6 0.0 0.58
F -3.9130 -3.1047 -4.1716 0.0 0.0 -0.1 -0.29
F -3.8196 -4.8820 -2.9485 -0.2 -0.2 0.0 -0.28
C -5.6081 -4.6465 -4.4964 0.3 -0.4 -0.2 0.55
F -4.8034 -5.1805 -5.4308 0.1 -0.1 0.0 -0.29
F -6.3542 -3.7024 -5.0828 -0.1 0.1 0.1 -0.29
C -6.5214 -5.7907 -3.9528 -0.4 0.0 -0.5 0.92
F -5.9961 -6.3474 -2.8681 -0.1 0.0 0.0 -0.30
F -7.7372 -5.3204 -3.6700 0.2 -0.2 0.0 -0.30
F -6.6485 -6.7207 -4.9047 0.0 0.1 0.3 -0.30
H -7.7476 -1.6099 2.5017 -0.2 0.2 0.0 0.24
H -6.7906 -2.9086 1.8485 0.2 -0.1 -0.2 0.24
C 3.6752 0.2890 2.2100 0.1 0.0 0.0 -0.62
C 2.4900 -0.6348 2.4401 0.1 0.0 -0.1 -0.21
N 1.2158 0.0279 2.2462 -0.2 0.1 0.1 -0.45
C 0.0833 -0.7440 2.7270 -0.1 -0.1 0.2 -0.20
C -0.2267 -2.0777 2.0382 -0.2 0.0 0.0 -0.64
C 1.0382 0.6822 0.9623 0.1 0.2 -0.2 -0.21
C 1.1748 -0.1682 -0.3080 -0.1 0.1 -0.1 -0.64
H 3.5970 1.1860 2.8265 -0.1 0.0 0.0 0.21
H 4.6021 -0.2223 2.4732 0.0 0.0 0.0 0.21
H 3.7561 0.5921 1.1658 0.0 0.0 0.0 0.20
H 2.5290 -0.9897 3.4731 -0.1 0.0 0.0 0.20
H 2.6059 -1.5251 1.8018 0.0 0.0 0.0 0.16
H -0.8069 -0.1090 2.6900 0.0 0.1 -0.1 0.18
H 0.2502 -0.9397 3.7911 0.1 0.0 0.0 0.19
H -0.6789 -1.9332 1.0578 0.1 0.0 -0.1 0.20
H -0.9459 -2.6399 2.6368 0.0 0.0 0.0 0.22
H 0.6606 -2.7011 1.9250 0.0 0.0 0.0 0.21
H 1.7593 1.5028 0.8994 0.0 -0.1 0.0 0.19
H 0.0618 1.1730 0.9617 -0.1 -0.1 0.1 0.19
H 2.0447 -0.8252 -0.2714 0.0 0.0 0.0 0.20
H 1.2979 0.4856 -1.1743 0.0 0.0 0.0 0.21
H 0.2922 -0.7791 -0.4910 0.0 -0.1 0.0 0.21
C 5.4609 5.3064 -2.9521 0.0 0.0 0.0 -0.62
C 4.6495 4.9517 -1.7151 0.0 0.1 -0.1 -0.21
N 5.2813 3.9423 -0.8887 0.0 -0.2 0.1 -0.45
C 4.3995 3.3903 0.1242 -0.2 -0.1 0.0 -0.21
C 3.8871 4.3251 1.2265 0.0 -0.1 0.1 -0.64
C 6.6352 4.2400 -0.4580 0.3 0.1 -0.1 -0.22
C 6.8717 5.5285 0.3416 0.1 0.0 0.1 -0.64
H 5.6956 4.4135 -3.5325 0.0 0.0 0.0 0.21
H 4.8875 5.9829 -3.5867 0.0 0.0 0.0 0.21
H 6.3946 5.8109 -2.7006 0.0 0.0 0.0 0.20
H 3.6861 4.5548 -2.0456 0.0 -0.1 0.1 0.19
H 4.4297 5.8766 -1.1582 0.0 0.0 0.0 0.16
H 4.8970 2.5364 0.5895 0.1 0.0 0.0 0.19
H 3.5298 2.9693 -0.3926 0.0 0.1 -0.1 0.19
H 4.6601 4.5535 1.9589 0.0 0.1 0.0 0.20
H 3.0724 3.8379 1.7674 0.0 0.0 0.0 0.21
H 3.4984 5.2617 0.8262 0.0 0.0 0.0 0.20
H 7.2722 4.2708 -1.3457 -0.1 0.0 0.0 0.19
H 7.0055 3.3881 0.1172 -0.1 0.0 0.0 0.20
H 6.3556 6.3844 -0.0951 0.0 0.0 0.0 0.20
H 7.9382 5.7624 0.3512 0.0 0.0 0.0 0.21
H 6.5566 5.4323 1.3792 -0.1 0.0 0.0 0.20
```
Positions in Å, forces in eV/Å.